Record 1
This record from OMol25 describes the molecule C4H9N at a distorted geometry. The level of theory is the ωB97M-V functional and the def2-TZVPD basis.

Last column: natural (NBO) charge in e.
Positions of all 14 atoms, in Å:
1 C 1.810 -0.066 -0.005  -0.419
2 C -0.583 -1.045 -0.069  -0.212
3 C -1.616 0.061 -0.066  -0.417
4 C -0.433 1.048 -0.100  -0.214
5 H 2.350 0.750 -0.520  0.202
6 H 1.807 0.179 1.071  0.164
7 H 2.353 -1.011 -0.220  0.206
8 H -0.374 -1.333 0.971  0.159
9 H -0.780 -1.913 -0.694  0.192
10 H -2.256 0.051 -0.917  0.210
11 H -2.268 0.066 0.843  0.205
12 H -0.110 1.363 0.968  0.150
13 H -0.330 1.935 -0.736  0.198
14 N 0.429 -0.084 -0.528  -0.422

Atomic forces in eV per Å
-0.64 0.00 -0.60
0.67 0.02 0.72
-0.81 0.45 1.36
1.45 -0.19 1.38
-0.18 -0.35 0.19
0.15 -0.32 -0.03
-0.48 0.53 0.25
-0.04 -0.40 -0.03
0.24 -0.10 -0.05
-0.32 0.19 -0.81
0.55 0.24 -0.72
-0.68 -0.31 -1.27
-0.57 -0.20 0.00
0.67 0.44 -0.38

Properties
Energy relative to the best compared isomer or geometry (same formula, charge and spin) = 116.3 kJ/mol
SMILES string = CN1CCC1
2S+1 = 1
Net charge = 0
HOMO-LUMO gap = 9.70 eV
Maximum force = 2.01 eV Å⁻¹

Record 2
This record from OMol25 describes a structure of composition C4H9N at a distorted geometry. The level of theory is the ωB97M-V functional and the def2-TZVPD basis.

Last column: natural (NBO) charge in e.
Positions of all 14 atoms, in Å:
1 C 1.793 -0.208 -0.935  -0.607
2 C 1.001 -0.571 0.341  -0.570
3 C -0.446 -0.398 0.097  0.472
4 C -0.323 1.711 -0.115  0.380
5 N -1.039 0.685 -0.377  -0.473
6 H 2.077 0.945 -0.797  0.225
7 H 2.859 -0.590 -0.954  0.279
8 H 1.138 -0.303 -1.764  0.223
9 H 1.396 0.065 1.132  0.314
10 H 1.216 -1.700 0.551  0.277
11 H -1.203 -1.064 0.521  0.246
12 H -3.694 -0.410 1.443  -0.016
13 H -0.787 2.733 -0.048  0.234
14 H -3.987 -0.894 0.904  0.017

Atomic forces in eV per Å
2.33 3.64 1.66
0.85 -3.26 -1.05
-0.18 -0.51 2.24
-1.78 1.21 -0.23
1.16 1.09 -0.34
-0.94 -2.12 -0.74
-1.70 -0.43 -0.30
0.32 -0.39 -1.28
-0.48 -0.18 0.47
-0.65 2.09 0.15
0.39 -0.62 -0.40
-0.46 -0.77 -0.85
0.67 -0.52 -0.17
0.49 0.77 0.85

Properties
Energy relative to the best compared isomer or geometry (same formula, charge and spin) = 569.3 kJ/mol
2S+1 = 2
Net charge = +1
HOMO-LUMO gap (spin up / spin down) = 7.76 / 9.16 eV
Maximum force = 4.63 eV Å⁻¹

Record 3
This record from OMol25 describes a structure of composition C4H9N2 at a distorted geometry. The level of theory is the ωB97M-V functional and the def2-TZVPD basis.

Last column: natural (NBO) charge in e.
Positions of all 15 atoms, in Å:
1 C -0.386 0.891 1.175  0.337
2 C 0.039 -0.981 0.305  0.303
3 C 1.129 -1.755 -0.305  -0.692
4 C -0.718 1.716 -1.185  -0.460
5 N -0.084 0.946 -0.139  -0.350
6 N -0.007 -0.339 1.541  -0.572
7 H -0.693 1.736 1.942  0.254
8 H -0.907 -1.279 -0.136  0.222
9 H 1.646 -1.172 -0.996  0.280
10 H 0.743 -2.622 -0.754  0.255
11 H 1.864 -2.140 0.535  0.255
12 H -0.923 2.709 -0.821  0.242
13 H -0.044 1.584 -2.104  0.245
14 H -1.793 1.384 -1.505  0.233
15 H 0.132 -0.677 2.448  0.446

Atomic forces in eV per Å
0.89 1.91 -0.04
-0.45 1.53 -2.39
1.49 -1.18 4.25
-1.04 -1.18 -1.87
-1.31 -2.73 2.36
-0.74 1.17 -0.54
0.30 -1.80 -1.87
-0.43 0.53 0.37
1.06 0.99 -1.11
-0.56 -1.04 -0.83
-1.13 0.97 -1.68
0.59 0.71 -0.18
-1.10 0.90 1.37
1.95 -0.05 0.77
0.46 -0.73 1.39

Properties
Energy relative to the best compared isomer or geometry (same formula, charge and spin) = 340.9 kJ/mol
2S+1 = 1
Net charge = +1
HOMO-LUMO gap = 10.48 eV
Maximum force = 4.65 eV Å⁻¹